# C15H23BHgN6Si

A molecular structure, C15H23BHgN6Si (wB97M-V/def2-TZVPD, OMol25).

Results
Energy above the lowest of the compared OMol25 structures with the same formula, charge and spin = 12.21 kcal per mole
Kohn-Sham gap (spin up / spin down) = 6.9411 / 6.9531 eV
Total energy = -1381.58214 Ha
Largest force on an atom = 5.4 eV/Å
HOMO energy (spin up / spin down) = -7.68 / -7.69 eV

Positions of all 47 atoms, in Å:
H 0.490 -3.312 -0.194
N 0.488 -1.752 -1.625
B 0.778 -0.367 -3.763
N 0.825 -1.707 -2.953
C 1.165 -2.948 -3.384
Hg -0.751 -0.130 -0.097
H 1.434 -3.111 -4.417
C 1.087 -3.816 -2.299
H 1.282 -4.872 -2.294
C 0.666 -3.018 -1.217
H 1.030 -0.557 -4.916
C -0.479 2.002 0.557
H -0.651 2.035 1.644
H -1.259 2.531 -0.014
H 0.525 2.394 0.325
N 1.858 0.584 -3.157
N -0.664 0.212 -3.568
N 1.810 0.808 -1.801
N -1.251 0.338 -2.327
C 2.910 1.257 -3.679
C -1.558 0.587 -4.522
H 3.145 1.202 -4.721
H -1.315 0.512 -5.575
C 3.537 1.958 -2.650
C -2.717 1.022 -3.888
C 2.776 1.654 -1.497
C -2.471 0.879 -2.513
H 4.387 2.605 -2.697
H -3.620 1.389 -4.340
H 2.920 2.023 -0.492
H -3.107 1.113 -1.673
H 1.474 -0.375 1.753
C 0.595 -0.191 5.605
Si -0.958 -0.075 4.534
C -2.109 -1.495 4.925
C -1.827 1.541 4.900
C -0.484 -0.218 2.756
C 0.369 -0.333 1.806
H 0.328 -0.185 6.673
H 1.277 0.653 5.421
H 1.150 -1.119 5.403
H -2.346 -1.509 5.998
H -3.046 -1.389 4.361
H -1.647 -2.455 4.656
H -1.201 2.412 4.668
H -2.756 1.630 4.323
H -2.089 1.590 5.966